Record 1
A cluster of 12 separate species, C4H34NO11 in total. Source: OMol25; level of theory: wB97M-V/def2-TZVPD.

```
50
C4H34NO11 | OMol25 | wB97M-V/def2-TZVPD
C -2.21 0.40 -0.33
C -1.80 -0.34 0.98
C -1.55 0.66 2.12
C -2.77 -1.49 1.26
N -1.19 1.35 -0.82
H -2.27 -0.45 -1.09
H -3.27 0.65 -0.37
H -0.84 -0.78 0.73
H -2.50 1.09 2.38
H -1.45 0.01 3.03
H -0.72 1.35 2.02
H -3.81 -1.22 1.23
H -2.52 -2.15 2.06
H -2.65 -2.21 0.37
H -1.38 1.69 -1.76
H -0.99 2.19 -0.24
H -0.33 0.80 -0.89
H 1.34 0.28 -2.81
H 1.07 -1.11 -2.13
O 0.88 -0.17 -2.09
H 1.74 -2.86 -1.33
H 1.56 -3.80 -2.47
O 1.12 -3.05 -2.05
H -1.86 -2.76 -2.52
H -0.63 -2.16 -1.73
O -1.54 -2.01 -2.01
H 1.41 -0.12 3.16
H 0.46 0.84 2.54
O 1.35 0.84 2.93
H 0.53 3.77 0.71
H -0.54 3.98 1.60
O -0.31 3.33 0.90
H 3.80 -3.12 0.35
H 3.15 -1.63 0.41
O 2.97 -2.63 0.43
H 1.48 -2.32 2.17
H 0.47 -2.32 3.23
O 1.27 -1.84 3.00
H 2.22 2.37 2.30
H 2.73 3.02 3.57
O 2.12 3.16 2.84
H 1.13 3.08 -3.69
H 0.37 1.88 -3.95
O 0.70 2.38 -3.18
H 2.48 0.17 -0.29
H 2.90 0.07 1.27
O 3.16 -0.05 0.34
H -1.40 -0.07 -3.56
H -2.13 0.52 -4.73
O -1.77 0.77 -3.87
```

Computed properties:
DFT total energy: -1054.977047 Ha
E_HOMO: -12.894 eV
gap between HOMO and LUMO: 10.319 eV
net charge: +1


Record 2
A structure of composition C18H18F3N2O3PtSe. Source: OMol25; level of theory: wB97M-V/def2-TZVPD.

```
46
C18H18F3N2O3PtSe | OMol25 | wB97M-V/def2-TZVPD
Pt -0.01 0.12 0.39
F 4.19 -1.32 2.19
C 4.00 -0.69 1.04
F 4.52 -1.43 0.06
F 4.69 0.47 1.08
C 2.52 -0.38 0.79
O 1.75 -0.32 1.77
O 2.15 -0.12 -0.38
Se 1.14 2.43 0.62
C 0.09 3.95 0.22
C -1.06 4.24 0.95
C -1.75 5.41 0.67
N -1.37 6.29 -0.26
C -0.26 6.01 -0.94
C 0.50 4.86 -0.75
H -1.41 3.56 1.71
H -2.65 5.67 1.22
H 0.03 6.74 -1.69
H 1.38 4.67 -1.34
C -4.94 0.31 -1.38
C -4.55 0.77 0.03
C -4.93 2.25 0.21
C -5.28 -0.09 1.07
C -3.09 0.61 0.19
C -1.89 0.52 0.28
H -6.00 0.48 -1.55
H -4.72 -0.75 -1.51
H -4.38 0.86 -2.14
H -6.00 2.38 0.04
H -4.38 2.87 -0.49
H -4.70 2.58 1.22
H -6.36 -0.01 0.93
H -5.03 0.24 2.08
H -4.98 -1.14 0.97
O 0.15 -2.03 0.14
N -1.02 -2.66 0.30
C -1.64 -3.16 -0.77
C -2.88 -3.77 -0.64
C -3.47 -3.87 0.61
C -2.79 -3.34 1.70
C -1.56 -2.74 1.52
H -1.11 -3.03 -1.70
H -3.36 -4.17 -1.52
H -4.43 -4.34 0.73
H -3.22 -3.39 2.69
H -0.97 -2.31 2.31
```

Computed properties:
DFT total energy: -3852.120865 Ha
E_HOMO (alpha / beta): -7.613 / -7.579 eV
gap between HOMO and LUMO (alpha / beta): 6.637 / 4.782 eV
net charge: 0
2S+1: 2